(1)
Here is one molecule with the formula C12H12N4O6S from the Open Molecules 2025 dataset. Energies are from wB97M-V/def2-TZVPD.

Summary:
Total charge: 0
Energy relative to the best compared isomer or geometry (same formula, charge and spin): 0.0 kJ/mol
Max |F|: 5.303 eV/A
SMILES: Cc1c(C(=O)Oc2cc(N)n(S(C)(=O)=O)n2)cccc1[N+](=O)[O-]

Atoms and positions in Å:
S 1.1721 0.0557 5.8177
O -1.2626 0.0613 0.0494
O 0.6617 1.1837 0.7448
O 2.1608 -0.9797 6.1854
O -0.1548 -0.1924 6.4274
O 0.9920 1.2242 -6.0663
O -0.7221 -0.1591 -5.4938
N 1.1614 0.0506 3.9392
N 1.4910 -2.4472 3.6472
N 0.8648 1.0394 3.0292
N 0.1559 0.7126 -5.2353
C 0.0172 0.5569 -2.7143
C -0.1700 2.6909 -1.5733
C 1.0894 -1.1582 3.2648
C -0.0664 -0.9449 -2.7322
C 0.7271 0.4714 1.9368
C 0.7221 -0.9301 1.9736
C -0.2233 0.7087 -0.1559
C 1.6918 1.7677 6.1617
C 0.0525 2.7107 -3.9158
C 0.1040 1.3212 -3.9600
C -0.1574 3.3135 -2.7555
C -0.0307 1.3115 -1.4574
H 0.4844 -1.6544 1.1866
H 0.1917 -1.3743 -1.8232
H 1.7144 1.8959 7.2110
H 2.6173 1.9141 5.6575
H 2.0298 -2.4296 4.4911
H 0.5930 -1.1510 -3.5305
H 0.2931 3.3313 -4.7447
H 0.9870 2.4193 5.7611
H -0.1633 4.3910 -2.7262
H -0.2439 3.2658 -0.6806
H -1.1228 -1.2322 -3.0687
H 0.8641 -3.2231 3.6704

Now the natural (NBO) charges, all in e:
1. S 2.17
2. O -0.55
3. O -0.46
4. O -0.90
5. O -0.86
6. O -0.37
7. O -0.35
8. N -0.42
9. N -0.83
10. N -0.31
11. N 0.48
12. C 0.10
13. C -0.14
14. C 0.36
15. C -0.64
16. C 0.45
17. C -0.40
18. C 0.77
19. C -0.80
20. C -0.16
21. C 0.03
22. C -0.23
23. C -0.15
24. H 0.25
25. H 0.22
26. H 0.26
27. H 0.26
28. H 0.40
29. H 0.22
30. H 0.24
31. H 0.26
32. H 0.22
33. H 0.22
34. H 0.25
35. H 0.40

=====

(2)
Here is one molecule with the formula C12H13BO2 from the Open Molecules 2025 dataset. Energies are from wB97M-V/def2-TZVPD.

Summary:
Total charge: 0
Energy relative to the best compared isomer or geometry (same formula, charge and spin): 493.1 kJ/mol
Max |F|: 3.995 eV/A

Atoms and positions in Å:
O 0.7434 0.8135 2.3732
O -1.4241 -0.3549 2.3950
C -1.5843 -0.7503 -0.3770
C -0.6572 1.8361 -1.4295
C -0.0229 2.8033 -2.1736
C 1.3736 2.7967 -2.3655
C -1.6699 -2.1175 0.1763
C 0.7886 -1.6349 1.9362
C 0.4621 -2.7628 1.2755
C 2.2045 1.7999 -1.7659
C 1.6165 0.8538 -0.9021
C 0.1875 0.9118 -0.7071
C -0.4166 -0.0493 0.1451
C -0.9143 -3.0162 0.7892
B -0.1003 -0.2602 1.7723
H -0.4560 3.6058 -2.6982
H 3.3113 1.8523 -1.9578
H 1.8171 -1.5298 2.1924
H -1.3583 -4.0230 1.0043
H -1.5503 -0.8225 -1.4707
H 2.1133 0.1324 -0.3558
H 1.1625 -3.5516 1.4847
H -1.7680 1.8515 -1.4100
H -1.3111 -0.8044 3.2263
H -2.6529 -2.6024 -0.0645
H 1.8214 3.5400 -3.0357
H 0.7677 1.7516 2.0237
H -2.4833 -0.2689 -0.0808

Now the natural (NBO) charges, all in e:
1. O -0.94
2. O -0.93
3. C -0.60
4. C -0.18
5. C -0.21
6. C -0.17
7. C -0.15
8. C -0.33
9. C -0.25
10. C -0.21
11. C -0.14
12. C -0.20
13. C 0.41
14. C -0.21
15. B 0.65
16. H 0.22
17. H 0.23
18. H 0.20
19. H 0.22
20. H 0.24
21. H 0.23
22. H 0.20
23. H 0.23
24. H 0.48
25. H 0.20
26. H 0.22
27. H 0.47
28. H 0.31

=====

(3)
Here is C12H13Br3N2O7P2Pt as an isolated structure from the Open Molecules 2025 dataset. Energies are from wB97M-V/def2-TZVPD.

Summary:
Total charge: 0
Max |F|: 1.177 eV/A
DFT total energy: -261926.39080 eV

Atoms and positions in Å:
Pt -0.4675 1.1151 1.1431
Br -2.1215 2.5260 2.2305
Br -3.6753 -4.0055 3.8553
Br -3.3375 -3.0485 -3.7925
P 2.6675 0.0805 0.4708
P 1.8958 2.7789 -0.1927
O 3.8658 0.6167 1.1822
O 1.2840 0.7775 -1.7628
O 3.0549 3.1018 0.8023
O 1.3767 -0.0674 1.2223
O 0.5085 2.7714 0.3693
O 2.9904 -1.3214 -0.2508
O 1.9725 3.8907 -1.3158
N -1.7005 0.0696 -0.7873
N -1.4073 -0.4875 1.8784
C -2.1962 -1.0892 -0.3542
C 2.3809 1.2108 -0.9674
C -1.9484 -1.7502 3.8275
C -1.3062 -0.7031 3.1938
C -1.6927 0.3248 -2.0895
C -2.1792 -0.5676 -3.0308
C -2.6939 -2.0592 -1.2169
C -2.8478 -2.3696 1.6946
C -2.7401 -2.5826 3.0577
C 3.6387 1.3821 -1.8157
C -2.6800 -1.7753 -2.5723
C -2.1529 -1.3179 1.1171
H -2.1589 -0.3296 -4.0839
H 3.4438 2.0712 -2.6362
H -3.4749 -3.0088 1.0968
H -0.7005 0.0059 3.7361
H -3.0630 -3.0091 -0.8669
H 3.4989 2.2680 1.1482
H 3.9387 -1.4972 -0.2417
H 1.3481 4.6113 -1.1623
H -1.2720 1.2751 -2.3871
H 1.4054 -0.1666 -1.9320
H 3.9177 0.4136 -2.2356
H -1.8425 -1.8899 4.8910
H 4.4707 1.7550 -1.2225

Now the natural (NBO) charges, all in e:
1. Pt 0.95
2. Br -0.52
3. Br 0.11
4. Br 0.10
5. P 2.37
6. P 2.40
7. O -1.15
8. O -0.72
9. O -1.01
10. O -1.15
11. O -1.07
12. O -1.00
13. O -0.98
14. N -0.44
15. N -0.39
16. C 0.17
17. C -0.50
18. C -0.27
19. C 0.11
20. C 0.09
21. C -0.28
22. C -0.26
23. C -0.25
24. C -0.03
25. C -0.64
26. C -0.05
27. C 0.21
28. H 0.24
29. H 0.23
30. H 0.24
31. H 0.25
32. H 0.23
33. H 0.55
34. H 0.51
35. H 0.53
36. H 0.22
37. H 0.48
38. H 0.22
39. H 0.25
40. H 0.24